[1]
{"formula": "F10Li6N6O23S10", "method": "wB97M-V/def2-TZVPD", "elements": ["Li", "Li", "Li", "Li", "Li", "Li", "N", "S", "O", "O", "F", "S", "O", "O", "F", "N", "S", "O", "O", "F", "S", "O", "O", "F", "N", "S", "O", "O", "F", "S", "O", "O", "F", "N", "S", "O", "O", "F", "S", "O", "O", "F", "N", "S", "O", "O", "F", "S", "O", "O", "F", "N", "O", "O", "O"], "xyz": [[-1.63866, 0.05890, -0.28316], [1.56369, 2.53559, 0.09087], [2.43915, -2.13070, 1.45086], [-0.95992, -1.76251, 0.59181], [0.40610, -2.90978, 1.86557], [-0.10676, 1.35158, -0.59459], [0.72240, 2.31174, -1.00759], [0.37956, 3.39696, -1.96819], [-0.56045, 3.07161, -3.01605], [1.43628, 4.40041, -2.21033], [-0.58642, 4.15500, -0.90456], [1.85656, 1.60259, -2.14197], [3.28315, 1.94924, -1.90305], [1.45727, 1.22452, -3.52584], [1.73798, 0.12656, -1.44785], [-0.26791, -2.95268, 0.65026], [-1.00384, -4.15984, 0.10472], [-0.40472, -5.48006, 0.26602], [-1.70532, -3.95115, -1.09293], [-2.15245, -4.18513, 1.29391], [1.03874, -2.91494, -0.52789], [1.01129, -3.76138, -1.66774], [2.34026, -2.57456, -0.02186], [0.49548, -1.45418, -1.07908], [-2.13274, -1.19784, 0.28646], [-3.23701, -1.72108, -0.65768], [-3.83030, -0.64433, -1.41132], [-4.05021, -2.92064, -0.39101], [-2.13496, -2.21693, -1.75873], [-3.34397, -0.77693, 1.48963], [-3.75228, -1.86972, 2.42023], [-4.28690, 0.28289, 1.15689], [-2.33335, 0.05804, 2.47129], [4.94404, 0.63747, 1.60317], [3.74992, 0.13991, 2.42406], [3.20896, -1.20724, 2.30961], [2.90520, 1.25811, 2.91948], [4.64670, -0.17871, 3.76329], [3.86911, 0.87264, 0.26326], [2.93507, 2.05236, 0.24960], [3.36449, -0.35817, -0.32699], [5.08636, 1.20720, -0.81766], [-1.49584, 1.37895, -0.30657], [-1.70974, 2.38590, 0.79075], [-2.58850, 1.98145, 1.86632], [-1.41308, 3.76951, 0.63827], [-0.31771, 1.81216, 1.38333], [-2.72227, 2.07340, -1.32838], [-2.31457, 3.26446, -2.05129], [-4.10492, 1.85242, -0.92047], [-2.52924, 0.97235, -2.47401], [0.72548, -0.20359, 0.82462], [1.36687, 0.82235, 0.66417], [1.23252, -1.14416, 1.38622], [-0.51835, -0.33017, 0.61202]], "e_tot_ha": -7083.31234, "spin_multiplicity": 1, "largest_force_ha_per_bohr": 0.3812, "mol_weight_g_mol": 1004.32}



[2]
{"formula": "F14N2O7P2RbS2", "method": "wB97M-V/def2-TZVPD", "elements": ["Rb", "P", "F", "F", "F", "F", "F", "F", "P", "F", "F", "F", "F", "F", "F", "N", "S", "O", "O", "F", "S", "O", "O", "F", "N", "O", "O", "O"], "xyz": [[-0.62394, 1.73623, 0.86592], [-2.40512, -0.68667, 2.96267], [-2.36856, -2.34214, 2.82097], [-2.36611, -0.83397, 4.56668], [-0.79770, -0.63791, 2.79627], [-2.45507, 0.91623, 2.96780], [-2.40999, -0.51702, 1.35364], [-4.03535, -0.64522, 2.94802], [-2.25178, 1.31611, -2.95125], [-2.34179, 1.80912, -1.43565], [-0.66102, 1.51591, -2.98818], [-1.94600, -0.19233, -2.34993], [-2.18739, 0.77980, -4.47333], [-3.85804, 1.24427, -2.94968], [-2.36739, 2.84430, -3.40544], [2.18782, -2.39644, -1.44303], [3.07949, -2.00579, -0.27272], [2.29667, -1.55638, 0.95676], [4.39119, -1.37311, -0.45098], [3.58682, -3.46272, 0.10747], [1.72377, -0.75890, -1.79805], [2.60146, -0.05507, -2.68294], [0.88516, -0.09066, -0.82550], [0.57681, -1.15854, -2.90216], [2.95884, 1.64101, 2.13407], [1.80043, 1.77857, 2.50419], [3.15055, 1.63002, 0.93695], [3.83634, 1.50134, 3.00737]], "de_lowest_ev": 3.197, "charge": -3, "spin_multiplicity": 1, "largest_force_ha_per_bohr": 0.1676, "mol_weight_g_mol": 617.53}



[3]
{"formula": "F2", "method": "wB97M-V/def2-TZVPD", "elements": ["F", "F"], "xyz": [[0.68144, 0.11242, -0.01584], [-0.68144, -0.11242, 0.01584]], "de_lowest_ev": 0.000, "smiles": "FF", "spin_multiplicity": 1, "largest_force_ha_per_bohr": 0.0000, "mol_weight_g_mol": 38.00}



[4]
{"formula": "F2FeH8O4", "method": "wB97M-V/def2-TZVPD", "elements": ["Fe", "F", "F", "O", "H", "H", "O", "H", "H", "O", "H", "H", "O", "H", "H"], "xyz": [[-0.44841, 0.92863, 0.26670], [0.23929, 3.38057, 2.03322], [-3.04963, 2.11760, -0.77732], [2.39607, -0.65301, 0.77184], [2.61199, -1.17656, 1.54353], [3.22762, -0.55495, 0.30802], [-1.16463, -1.90190, -1.40834], [-0.76676, -1.94428, -2.27790], [-1.56590, -2.76226, -1.28584], [1.00284, 1.72553, -2.43630], [1.84383, 1.46539, -2.81218], [0.53638, 2.14512, -3.15920], [-1.57895, -0.72186, 2.74593], [-1.92997, -0.40998, 3.58005], [-1.35381, -1.63801, 2.90783]], "de_lowest_ev": 8.326, "spin_multiplicity": 5, "s2": 6.0771, "largest_force_ha_per_bohr": 0.0477, "mol_weight_g_mol": 165.90}



[5]
{"formula": "F2FeN2O6", "method": "wB97M-V/def2-TZVPD", "elements": ["Fe", "N", "O", "O", "O", "N", "O", "O", "O", "F", "F"], "xyz": [[-1.16202, -0.53570, 0.65507], [0.35127, -0.95618, -1.85776], [-0.27715, -0.15843, -2.64009], [-0.39386, -1.70504, -1.08556], [1.47453, -0.92606, -1.71015], [1.11790, 1.65811, 1.01199], [0.66810, 2.48630, 1.72355], [0.38768, 0.78696, 0.62430], [2.17975, 1.56846, 0.43581], [-1.06290, -1.83488, 2.25786], [-3.28329, -0.38354, 0.58499]], "e_tot_ha": -2024.23504, "charge": -2, "spin_multiplicity": 5, "s2": 6.0064, "largest_force_ha_per_bohr": 0.1599, "mol_weight_g_mol": 217.85}



[6]
{"formula": "F2H3N2P", "method": "wB97M-V/def2-TZVPD", "elements": ["H", "N", "N", "H", "F", "P", "F", "H"], "xyz": [[-0.41144, 1.44816, -0.98714], [-0.82925, 1.44774, -0.05669], [-2.04573, 0.96007, -0.08658], [-2.59663, 1.28008, 0.75663], [2.48555, -1.30755, -0.82895], [1.76657, -0.94790, 0.59488], [1.02542, -2.41303, 0.74919], [0.60552, -0.46759, -0.14134]], "de_lowest_ev": 1.885, "smiles": "[H]/N=N/[H].FPF", "spin_multiplicity": 1, "largest_force_ha_per_bohr": 0.0984, "mol_weight_g_mol": 100.01}



[7]
{"formula": "F2H4N2P", "method": "wB97M-V/def2-TZVPD", "elements": ["N", "N", "F", "F", "P", "H", "H", "H", "H"], "xyz": [[2.11463, 0.97436, -0.08397], [-1.25759, -1.48282, -0.12469], [-1.05542, 0.69591, -1.48424], [-1.23341, 0.79276, 0.88231], [-0.48138, -0.00391, -0.17570], [2.02894, 1.95873, -0.34569], [2.02880, 0.88411, 0.98501], [-0.76172, -2.24794, -0.57251], [-1.38285, -1.57120, 0.91948]], "de_lowest_ev": 4.595, "charge": 1, "spin_multiplicity": 1, "largest_force_ha_per_bohr": 0.0614, "mol_weight_g_mol": 101.02}



[8]
{"formula": "F2HNS", "method": "wB97M-V/def2-TZVPD", "elements": ["N", "F", "F", "S", "H"], "xyz": [[0.79156, -0.05783, 0.06674], [0.34869, 1.24348, 0.62469], [-1.51939, -1.50995, 0.46005], [0.16690, -1.38958, 0.54350], [0.21224, 1.71388, -1.69499]], "de_lowest_ev": 5.655, "spin_multiplicity": 1, "largest_force_ha_per_bohr": 0.0366, "mol_weight_g_mol": 85.08}